No. 1
ORCA calculation (ωB97M-V/def2-TZVPD) on a molecular structure, C37H37F3MgO2P2 at a distorted geometry.

Energy: -2764.603377 Eh
Kohn-Sham gap (spin up / spin down): 4.259 / 4.702 eV
Net charge: 0

Each line ends with the Löwdin charge.
Geometry (Å):
Mg: 0.00045 1.83298 -3.77216  0.804
C: -2.04287 1.16681 -5.95960  -0.122
C: -1.98660 -0.13251 -5.62438  -0.127
C: -1.29307 -1.14941 -6.42397  -0.166
C: 0.18176 -0.76159 -6.90803  -0.138
C: 0.93184 0.11266 -5.90885  -0.122
C: 0.76336 1.44752 -5.80293  -0.270
C: -0.00237 2.24821 -6.89595  -0.201
C: -1.37379 1.80088 -7.17639  -0.192
C: 1.46581 -0.03033 0.07041  -0.169
H: -2.69172 1.88757 -5.46836  0.102
H: -2.68521 -0.51348 -4.90728  0.089
H: -1.86793 -1.37018 -7.32054  0.114
H: -1.20032 -2.09101 -5.86562  0.093
H: 0.68480 -1.71146 -7.09544  0.104
H: 0.12372 -0.20180 -7.86069  0.099
H: 1.78793 -0.40092 -5.44143  0.088
H: 1.40340 2.04160 -5.15920  -0.005
H: 0.58753 2.22743 -7.83406  0.123
H: 0.02386 3.29230 -6.55436  0.106
H: -1.94807 2.65327 -7.52471  0.116
H: -1.44362 0.98397 -7.90985  0.106
H: 0.94440 0.95063 0.10251  0.042
H: 2.19009 -0.14471 0.89332  0.083
H: 0.72024 -0.84666 0.12376  0.066
P: -1.79229 -0.71578 -1.91370  1.051
P: 2.14318 -0.07643 -1.55624  0.910
C: -0.27366 -1.11088 -2.83583  -0.351
C: 1.03457 -0.66667 -2.80576  -0.432
C: -2.61415 -2.28501 -1.75720  -0.313
C: -2.89612 -3.16693 -2.82167  -0.067
C: -3.64186 -4.32830 -2.57422  -0.087
C: -4.09403 -4.62122 -1.29321  -0.092
C: -3.80557 -3.74422 -0.23240  -0.069
C: -3.07257 -2.57741 -0.46587  -0.078
C: -2.96517 0.42428 -2.60266  -0.379
C: -2.36458 1.69939 -2.96968  -0.291
C: -3.27947 2.81631 -3.00949  -0.115
C: -4.64232 2.66832 -2.72224  -0.127
C: -5.21589 1.39542 -2.61567  -0.114
C: -4.35973 0.27200 -2.59129  -0.098
C: 3.56831 -1.15909 -1.48818  -0.324
C: 3.36507 -2.47509 -1.06326  -0.077
C: 4.47065 -3.29649 -0.89430  -0.072
C: 5.74266 -2.77572 -1.18094  -0.082
C: 5.92924 -1.46419 -1.59840  -0.079
C: 4.81918 -0.62694 -1.75576  -0.076
C: 2.53052 1.58881 -2.10768  -0.348
C: 2.56599 2.62936 -1.16645  -0.088
C: 2.79470 3.93247 -1.58575  -0.070
C: 3.01179 4.21233 -2.94340  -0.074
C: 3.08047 3.16862 -3.86732  -0.109
C: 2.90538 1.84194 -3.45074  -0.156
H: -0.42230 -1.79874 -3.70157  0.055
H: 1.65520 -0.98673 -3.66904  0.053
H: -2.56595 -2.92598 -3.82518  0.092
H: -3.90718 -5.00503 -3.39997  0.108
H: -4.67724 -5.52117 -1.10194  0.101
H: -4.18415 -3.96009 0.76535  0.103
H: -2.88107 -1.87189 0.32088  0.089
H: -1.86464 1.64111 -4.06215  0.007
H: -2.83140 3.80730 -3.16665  0.099
H: -5.30198 3.54588 -2.65944  0.094
H: -6.31300 1.26486 -2.56662  0.098
H: -4.81595 -0.73716 -2.63674  0.108
H: 2.32253 -2.79803 -0.81922  0.130
H: 4.29572 -4.29295 -0.53391  0.100
H: 6.61058 -3.41890 -1.01192  0.106
H: 6.91792 -1.07915 -1.77891  0.100
H: 4.94420 0.44171 -2.03760  0.114
H: 2.39280 2.37960 -0.10020  0.111
H: 2.86487 4.72867 -0.84367  0.111
H: 3.18466 5.24635 -3.26931  0.111
H: 3.29604 3.40388 -4.91438  0.119
H: 3.05995 1.01560 -4.17727  0.124
F: -2.32853 0.67350 2.28419  0.114
C: -2.42958 1.68139 1.36336  -0.423
F: -3.77044 1.99522 1.28142  0.115
F: -1.89596 2.78138 1.94794  0.126
C: -1.72995 1.25350 -0.06483  -0.386
O: -1.81602 -0.06611 -0.19504  -0.139
O: -1.21896 2.04142 -0.87714  0.047

=====

No. 2
ORCA calculation (ωB97M-V/def2-TZVPD) on a molecular structure, C37H37F3N4O4PRhSSb at a distorted geometry.

Energy above the lowest of the compared OMol25 structures with the same formula, charge and spin: 79.09 kJ/mol
Energy: -3341.720000 Eh
2S+1: 5
Kohn-Sham gap (spin up / spin down): 8.524 / 5.995 eV
Net charge: +1

Each line ends with the Mulliken spin population.
Geometry (Å):
Rh: -0.58239 1.63214 0.20248  2.596
C: -2.93014 0.25292 -1.40405  0.044
N: -4.31040 0.00284 -1.73753  0.009
C: -4.92995 -0.75392 -0.66194  0.003
N: -4.86817 -0.00625 0.59042  0.005
C: -3.48614 0.24687 0.92677  0.007
N: -2.81731 1.02052 -0.13868  0.010
C: -3.55794 2.28948 -0.33492  -0.008
N: -4.93936 2.03017 -0.67734  0.013
C: -5.00519 1.26995 -1.91673  -0.002
C: -5.55745 1.26569 0.39671  0.000
H: -2.44383 0.81983 -2.20129  -0.016
H: -2.40816 -0.70473 -1.28765  -0.007
H: -4.40289 -1.70450 -0.54581  -0.001
H: -5.97326 -0.95133 -0.90870  0.000
H: -2.97221 -0.71023 1.06143  0.012
H: -3.44246 0.80705 1.86609  0.001
H: -3.06606 2.85655 -1.13053  -0.002
H: -3.53275 2.87547 0.58878  0.012
H: -4.53360 1.84062 -2.72023  0.000
H: -6.04825 1.07703 -2.17370  0.000
H: -6.60108 1.06610 0.15164  0.000
H: -5.51671 1.84986 1.31897  0.000
C: -0.53978 0.10815 3.80704  0.037
P: 0.27086 0.81656 2.30944  0.044
C: 1.98127 0.18960 2.35761  0.022
C: 2.83228 0.61351 1.33274  0.086
C: 4.12441 0.12742 1.24642  0.002
C: 4.58437 -0.78927 2.17985  0.006
C: 3.74987 -1.19830 3.20672  -0.001
C: 2.45275 -0.72324 3.29737  0.009
C: 0.39230 2.56890 2.82190  0.036
C: -0.75200 3.36314 2.68683  0.013
C: -0.73593 4.68316 3.10136  0.004
C: 0.42197 5.21844 3.64667  0.019
C: 1.56533 4.44104 3.75910  0.003
C: 1.55480 3.12210 3.34314  0.016
H: -0.02516 0.44742 4.70576  0.005
H: -0.53541 -0.97878 3.76568  -0.002
H: -1.57124 0.45465 3.84428  0.000
H: 2.49066 1.36107 0.62945  -0.066
H: 4.77496 0.47553 0.45786  0.000
H: 5.59082 -1.17133 2.10978  0.000
H: 4.11537 -1.88434 3.95550  0.000
H: 1.82368 -1.06181 4.10565  0.000
H: -1.67089 2.92997 2.28874  0.008
H: -1.62066 5.29545 3.00434  0.000
H: 0.44155 6.24700 3.96908  0.001
H: 2.47325 4.85997 4.16543  0.000
H: 2.44641 2.51755 3.41246  0.001
O: 0.87829 3.25713 -3.07516  0.027
S: 0.33081 2.63782 -1.92609  -0.082
O: -0.68998 3.41285 -1.17753  0.148
O: -0.37752 1.33696 -2.26243  0.221
O: 1.36251 2.22930 -0.91298  0.077
F: 1.71803 -5.06187 3.05016  0.000
C: 1.57755 -4.08200 2.14540  0.006
C: 0.37489 -3.39731 2.08541  0.007
C: 0.24392 -2.38330 1.15187  -0.048
C: 1.28633 -2.08188 0.29111  0.160
C: 2.48250 -2.76001 0.37691  -0.018
C: 2.63740 -3.77254 1.31048  0.009
Sb: 0.89048 -0.46537 -1.20204  0.376
C: 2.72460 -0.46236 -2.31851  0.074
C: 3.46932 0.68850 -2.52476  0.000
C: 4.66825 0.61933 -3.21562  0.006
C: 5.10898 -0.61271 -3.67032  -0.004
F: 6.27448 -0.68821 -4.32415  0.000
C: 4.37140 -1.77126 -3.47678  0.007
C: 3.16477 -1.68954 -2.80647  -0.008
C: -0.17246 -1.81131 -2.53108  0.045
C: -1.01103 -2.80524 -2.03747  0.021
C: -1.68412 -3.65134 -2.90007  -0.001
C: -1.50448 -3.48703 -4.26416  0.015
F: -2.13610 -4.31578 -5.10347  0.002
C: -0.68304 -2.49788 -4.78085  -0.002
C: -0.02122 -1.65608 -3.90396  0.006
H: -0.42537 -3.67041 2.75596  -0.001
H: -0.68529 -1.82177 1.08669  0.033
H: 3.29829 -2.50843 -0.28255  0.005
H: 3.56064 -4.32437 1.39955  0.001
H: 3.09571 1.63746 -2.16296  0.003
H: 5.26195 1.49961 -3.40664  0.000
H: 4.74119 -2.71205 -3.84886  0.001
H: 2.55762 -2.57285 -2.66848  -0.007
H: -1.11462 -2.94942 -0.97067  0.005
H: -2.33333 -4.43185 -2.53577  0.000
H: -0.57538 -2.40548 -5.84987  0.000
H: 0.62387 -0.87501 -4.28823  0.000

=====

No. 3
ORCA calculation (ωB97M-V/def2-TZVPD) on a molecular structure, C37H37F3O2P2Re at a distorted geometry.

Energy above the lowest of the compared OMol25 structures with the same formula, charge and spin: 279.49 kJ/mol
Energy: -2642.310741 Eh
2S+1: 4
Kohn-Sham gap (spin up / spin down): 5.879 / 4.762 eV
Net charge: +2

Each line ends with the Mulliken spin population.
Geometry (Å):
Re: -0.32283 0.03668 1.05472  1.999
C: 0.19649 -2.94549 -1.45017  0.025
C: 1.36805 -2.29494 -1.54381  0.024
C: 1.94888 -1.72372 -2.80116  -0.014
C: 0.86760 -1.13315 -3.74311  0.018
C: -0.27539 -0.40759 -3.07260  0.027
C: -1.38017 -0.92839 -2.54003  0.083
C: -1.85320 -2.31640 -2.82790  -0.002
C: -0.72606 -3.35189 -2.57238  0.018
C: -1.33392 1.68771 2.10960  -0.011
H: -0.21985 -3.21143 -0.47926  0.022
H: 2.06280 -2.30571 -0.70314  0.040
H: 2.52404 -2.49951 -3.34323  0.007
H: 2.68904 -0.94233 -2.56042  -0.001
H: 1.37554 -0.38034 -4.36459  0.001
H: 0.53334 -1.90549 -4.45133  0.002
H: -0.15620 0.68221 -3.15437  0.014
H: -2.09786 -0.33611 -1.95304  -0.119
H: -2.23497 -2.42946 -3.86407  0.000
H: -2.68457 -2.54507 -2.14289  -0.001
H: -1.22653 -4.27905 -2.25422  0.000
H: -0.20761 -3.59481 -3.51249  0.002
H: -1.97008 1.16998 2.83270  -0.015
H: -1.97207 2.49494 1.72235  0.029
H: -0.52072 2.15078 2.67013  0.023
P: 1.71214 0.25047 0.25902  0.043
P: -1.05338 1.75746 -0.45535  0.350
C: 1.72636 1.24917 -1.20152  0.021
C: 0.52741 1.86926 -1.49049  0.038
C: 3.31824 -0.17465 0.88456  0.054
C: 4.37156 -0.33243 -0.03274  -0.009
C: 5.65948 -0.54958 0.45658  0.002
C: 5.93532 -0.59144 1.82822  0.004
C: 4.87871 -0.45446 2.72674  -0.002
C: 3.58604 -0.30668 2.26917  0.002
C: 0.58192 -2.08970 1.34348  -0.009
C: -0.73217 -2.46252 1.56537  0.119
C: -1.09876 -3.80276 1.72695  0.063
C: -0.07251 -4.75354 1.63806  0.003
C: 1.26696 -4.37511 1.53631  0.010
C: 1.63784 -3.00508 1.49903  0.055
C: -1.14858 3.61210 -0.31726  0.010
C: -0.03298 4.25715 0.25551  0.009
C: 0.16482 5.62924 0.06437  0.003
C: -0.80318 6.39593 -0.59129  -0.002
C: -1.99244 5.78468 -0.99349  0.001
C: -2.19397 4.40891 -0.80725  -0.004
C: -2.91181 1.39425 -0.79719  -0.064
C: -3.76982 0.98103 0.23892  -0.007
C: -5.08734 0.58816 -0.03735  0.005
C: -5.57857 0.61081 -1.34962  0.004
C: -4.78974 1.16410 -2.36710  0.006
C: -3.47531 1.58010 -2.08637  -0.003
H: 2.68832 1.34124 -1.73140  0.007
H: 0.46702 2.59049 -2.31270  -0.004
H: 4.15266 -0.28558 -1.10416  -0.002
H: 6.46697 -0.67663 -0.25444  0.000
H: 6.95368 -0.73681 2.18614  0.000
H: 5.07729 -0.46392 3.79553  0.000
H: 2.77898 -0.26664 2.99825  0.002
H: -1.52084 -1.67397 1.51741  0.012
H: -2.14457 -4.02815 1.96167  0.002
H: -0.34692 -5.80175 1.73069  0.002
H: 2.04329 -5.15811 1.50654  0.000
H: 2.70142 -2.72140 1.51864  0.002
H: 0.70686 3.68407 0.82146  0.010
H: 1.08998 6.10013 0.40142  0.000
H: -0.61897 7.45458 -0.80274  0.000
H: -2.75538 6.38610 -1.48146  0.000
H: -3.16597 3.97978 -1.03764  0.001
H: -3.43856 1.02163 1.27994  -0.011
H: -5.74058 0.29142 0.79492  0.000
H: -6.58017 0.21526 -1.57040  0.000
H: -5.21014 1.28848 -3.37682  0.001
H: -2.88339 2.05886 -2.87773  0.001
F: 1.24142 0.36759 6.18553  0.000
C: 0.66142 -0.51853 5.34376  -0.001
F: 1.43354 -1.64488 5.27364  0.000
F: -0.58312 -0.85216 5.77804  0.000
C: 0.55949 0.10486 3.89444  0.018
O: 1.28481 1.05192 3.57588  0.019
O: -0.32854 -0.43419 3.16502  0.069

=====

Which of these has the highest energy?
C37H37F3O2P2Re